Record 1
Molecular formula: C48H53O2P4RuS2
Method: DFT, the ωB97M-V functional and the def2-TZVPD basis

Atoms and positions in Å:
1 Ru -0.212257 0.785974 0.005126
2 C 2.720492 0.845751 1.730322
3 C 1.826306 1.686235 2.640693
4 P 0.101473 1.126536 2.353034
5 C -0.876815 1.975050 3.620339
6 C -1.959874 1.338477 4.231490
7 C -2.647921 1.961136 5.260717
8 C -2.269732 3.229238 5.680399
9 C -1.194943 3.866998 5.078105
10 C -0.496680 3.243295 4.054386
11 C 0.138184 -0.612664 2.958612
12 C 0.951227 -1.159328 3.902588
13 C 0.901140 -2.545833 4.144358
14 C -0.010319 -3.397385 3.490721
15 C -0.854290 -2.876620 2.564175
16 C -0.786568 -1.453878 2.176462
17 P 2.157169 1.127936 0.003094
18 C 3.393472 0.228152 -0.978177
19 C 4.073542 0.826445 -2.036148
20 C 5.074355 0.129827 -2.701513
21 C 5.405147 -1.160226 -2.315263
22 C 4.719553 -1.768704 -1.271177
23 C 3.712626 -1.082001 -0.613050
24 C 2.616284 2.861386 -0.321320
25 C 3.708437 3.460733 0.305910
26 C 4.127773 4.728538 -0.073204
27 C 3.481148 5.398150 -1.103120
28 C 2.400841 4.803215 -1.741423
29 C 1.962984 3.548885 -1.341641
30 H 2.587974 -0.214793 1.950382
31 H 3.780533 1.071351 1.837382
32 H 1.879809 2.738103 2.353331
33 H 2.088683 1.604072 3.696683
34 H -2.262551 0.342149 3.929697
35 H -3.472697 1.453419 5.742443
36 H -2.807930 3.716360 6.482000
37 H -0.890768 4.849481 5.413957
38 H 0.360194 3.736844 3.617402
39 H 1.634149 -0.545036 4.475520
40 H 1.576214 -2.969779 4.880204
41 H -0.049804 -4.447214 3.747539
42 H -1.607995 -3.498276 2.091263
43 H -1.798108 -1.024732 2.255432
44 H 3.842773 1.839997 -2.337567
45 H 5.606792 0.604079 -3.515003
46 H 6.202615 -1.689217 -2.819190
47 H 4.979361 -2.774366 -0.967108
48 H 3.174370 -1.564718 0.196741
49 H 4.257221 2.945064 1.083344
50 H 4.976715 5.182133 0.420576
51 H 3.824098 6.377123 -1.410310
52 H 1.913665 5.313898 -2.563213
53 H 1.101481 3.099224 -1.815278
54 C 0.935301 -0.868904 -3.011959
55 P -0.272723 0.295849 -2.311407
56 C -0.157269 1.639843 -3.540559
57 C -1.899469 -0.441893 -2.691414
58 C -2.162510 -1.044162 -3.921593
59 C -3.430904 -1.520758 -4.211871
60 C -4.449173 -1.400478 -3.273268
61 C -4.196980 -0.801843 -2.049301
62 C -2.923416 -0.315159 -1.752892
63 P -2.569767 0.616135 -0.229184
64 C -3.684801 -0.114597 1.017360
65 C -3.413072 2.193000 -0.560534
66 H 0.729954 -1.017828 -4.072235
67 H 0.911034 -1.827358 -2.508291
68 H 1.933843 -0.446255 -2.914661
69 H -0.499350 1.262948 -4.504816
70 H 0.878344 1.964902 -3.642508
71 H -0.782589 2.486997 -3.257692
72 H -1.381305 -1.144669 -4.664913
73 H -3.628988 -1.978498 -5.171791
74 H -5.442308 -1.763648 -3.501552
75 H -5.005242 -0.713252 -1.334241
76 H -4.722197 0.054160 0.730382
77 H -3.527538 0.375451 1.980146
78 H -3.526517 -1.190175 1.109443
79 H -4.443841 2.002747 -0.860930
80 H -2.900462 2.709238 -1.369269
81 H -3.408685 2.814616 0.335556
82 C -1.312968 5.221052 -1.024217
83 S -1.138841 4.448676 0.583857
84 C 0.144555 5.547071 1.181857
85 O -0.440116 3.119554 0.357846
86 H -1.837611 6.166780 -0.885590
87 H -1.911281 4.575312 -1.660805
88 H -0.329336 5.388304 -1.458050
89 H -0.153267 6.574920 0.976949
90 H 1.070386 5.298708 0.662526
91 H 0.250483 5.420615 2.255516
92 C -1.890402 -9.464708 -0.609927
93 C -1.648095 -7.994892 -0.735200
94 O -2.146008 -7.118162 -0.097376
95 S -0.348919 -7.654092 -1.999935
96 C -0.230916 -5.915988 -1.783976
97 C -1.364190 -5.113681 -1.967786
98 C -1.333449 -3.788281 -1.607051
99 C -0.171575 -3.262553 -0.999667
100 C 1.014402 -4.032110 -0.968250
101 C 0.979912 -5.348368 -1.362105
102 C -0.291002 -2.145024 -0.182357
103 C -0.417713 -1.266217 0.700907
104 H -2.942873 -9.644264 -0.397617
105 H -1.311031 -9.829491 0.241154
106 H -1.577831 -10.008952 -1.498181
107 H -2.265317 -5.546498 -2.377863
108 H -2.208639 -3.160434 -1.727609
109 H 1.922708 -3.593379 -0.575106
110 H 1.869983 -5.960746 -1.308689

Atoms 1-2, force components in eV/Å:
Ru -0.591 -0.205 0.564
C -0.019 0.204 -0.072

Values from the calculation:
Charge   +3
HOMO-LUMO gap   5.39 eV
HOMO   -15.4 eV
Electronic energy   -4267.190099 hartree

Atomic partial charges in e from the Mulliken method, atoms 1 to 2:
1. Ru 0.077
2. C -1.756


Record 2
Molecular formula: C48H55F3O30
Method: DFT, the ωB97M-V functional and the def2-TZVPD basis

Atoms and positions in Å:
1 F -1.467452 -0.444294 2.399181
2 C -1.398578 -0.372910 1.073900
3 C -0.743620 -1.341477 0.357884
4 C -0.572984 -1.173460 -1.016998
5 C -1.125313 -0.133475 -1.694034
6 C -1.897910 0.752157 -0.948396
7 C -2.114497 0.585088 0.425534
8 H -0.299966 -2.164119 0.924106
9 H -0.005940 -1.959994 -1.462758
10 H -0.904138 0.032940 -2.804014
11 H -2.439158 1.591646 -1.374806
12 H -2.729478 1.295520 0.910857
13 F -5.806436 0.339738 2.775249
14 C -5.749839 -1.017703 2.862138
15 C -4.575098 -1.626254 2.449734
16 C -4.428644 -3.000043 2.458988
17 C -5.543093 -3.728962 2.884678
18 C -6.739566 -3.141731 3.273808
19 C -6.850863 -1.737343 3.313474
20 H -3.776117 -0.986321 2.148865
21 H -3.483999 -3.590547 2.296774
22 H -5.555528 -4.794343 2.760586
23 H -7.505893 -3.780841 3.652741
24 H -7.784480 -1.227594 3.570503
25 F -3.931627 2.689207 -2.765198
26 C -3.048786 2.989834 -3.724887
27 C -2.956600 2.173760 -4.842576
28 C -1.792600 2.298132 -5.676158
29 C -0.925117 3.377238 -5.377209
30 C -1.076949 4.146927 -4.232047
31 C -2.154114 4.004837 -3.377048
32 H -3.694854 1.419836 -5.012801
33 H -1.558894 1.575089 -6.385179
34 H -0.061003 3.493701 -5.989621
35 H -0.253075 4.812044 -4.060070
36 H -2.264235 4.507930 -2.357779
37 C 3.313075 -5.026691 1.868713
38 C 3.819722 -3.682440 1.483510
39 O 2.628204 -3.049522 0.970061
40 C 1.829359 -4.087588 0.471011
41 O 0.900071 -3.914494 -0.239332
42 O 2.208477 -5.230260 1.009472
43 H 2.981838 -5.031274 2.884576
44 H 3.979792 -5.851100 1.639212
45 H 4.552822 -3.641422 0.664338
46 H 4.285600 -3.073835 2.258897
47 C -3.232737 -3.560335 -1.120605
48 C -2.575663 -3.904722 -2.467342
49 O -2.022245 -5.154528 -2.293552
50 C -1.917790 -5.410829 -0.953434
51 O -1.347351 -6.334201 -0.491324
52 O -2.390570 -4.366579 -0.256448
53 H -4.278899 -3.836046 -1.026188
54 H -3.075071 -2.533156 -0.826051
55 H -1.788571 -3.142564 -2.710838
56 H -3.354854 -3.912675 -3.274302
57 C -0.828987 -4.564431 2.999264
58 C -1.914606 -5.707945 2.972232
59 O -2.702644 -5.412960 4.162179
60 C -2.268781 -4.320980 4.741775
61 O -2.737281 -3.889966 5.722873
62 O -1.259902 -3.728189 4.076686
63 H -0.838375 -3.925675 2.053370
64 H 0.107524 -5.099503 3.117339
65 H -1.601160 -6.758663 3.084560
66 H -2.532443 -5.836380 2.067779
67 C 6.715076 2.907920 -0.479061
68 C 7.731941 3.454679 0.589781
69 O 8.273513 4.567562 -0.119001
70 C 7.632496 4.888076 -1.206329
71 O 7.897335 5.762264 -1.979346
72 O 6.617952 4.026684 -1.412270
73 H 5.730935 2.684052 -0.106043
74 H 7.265786 2.096832 -1.035135
75 H 8.591506 2.838797 0.887349
76 H 7.190415 3.883582 1.453808
77 C 2.594826 -1.305617 -3.419116
78 C 3.434242 -0.591081 -2.389423
79 O 4.240677 -1.680277 -1.816392
80 C 3.628947 -2.858223 -2.080716
81 O 3.962706 -3.946683 -1.679753
82 O 2.561315 -2.661617 -2.856287
83 H 3.065557 -1.468928 -4.375799
84 H 1.623049 -0.798688 -3.476735
85 H 2.820537 -0.257961 -1.572173
86 H 4.112253 0.198104 -2.829585
87 C 1.515074 4.058268 0.379962
88 C 2.751188 4.992365 0.462132
89 O 2.523540 5.875384 -0.685652
90 C 1.255299 5.666106 -1.261210
91 O 0.781165 6.445515 -2.008087
92 O 0.751995 4.583040 -0.760195
93 H 0.924659 4.079206 1.270255
94 H 1.774095 3.017590 0.128186
95 H 3.664282 4.420898 0.341318
96 H 2.779203 5.616064 1.348979
97 C -5.950857 0.352273 -0.260249
98 C -6.423010 1.111559 -1.461754
99 O -6.086478 0.148066 -2.510881
100 C -5.251131 -0.789142 -2.108144
101 O -4.863930 -1.701785 -2.763971
102 O -5.094773 -0.696829 -0.758704
103 H -6.820812 -0.114201 0.201030
104 H -5.394392 0.862796 0.555289
105 H -6.018401 2.088956 -1.612842
106 H -7.505697 1.155416 -1.546208
107 C 4.593109 5.533146 -3.396324
108 C 5.225363 5.110953 -4.750604
109 O 5.320431 3.668332 -4.656186
110 C 4.486516 3.278211 -3.752030
111 O 4.287839 2.148273 -3.387300
112 O 3.858255 4.301093 -3.124219
113 H 3.934554 6.429407 -3.392198
114 H 5.338452 5.617225 -2.565143
115 H 6.303145 5.410945 -4.955363
116 H 4.621232 5.380169 -5.661367
117 C -2.842449 -0.169724 5.408889
118 C -1.332566 -0.456003 5.598916
119 O -0.589632 0.607458 4.925402
120 C -1.555553 1.311310 4.230689
121 O -1.248580 2.253114 3.559459
122 O -2.830570 0.856888 4.355130
123 H -3.256583 0.278778 6.311432
124 H -3.390536 -1.016132 5.023932
125 H -1.034195 -1.414932 5.163046
126 H -1.048178 -0.404492 6.681799
127 C 1.736820 1.163672 1.846805
128 C 2.176888 -0.124970 2.608842
129 O 3.506820 -0.252682 2.202836
130 C 4.021404 0.950053 1.889159
131 O 5.172113 1.255542 1.851335
132 O 2.974847 1.861300 1.765033
133 H 0.893797 1.681237 2.348532
134 H 1.367397 0.898833 0.832608
135 H 1.554670 -1.065723 2.367551
136 H 2.030984 0.122389 3.596425

Atoms 1-2, force components in eV/Å:
F 0.129 -0.509 0.908
C -0.585 -0.592 -0.784

Values from the calculation:
HOMO-LUMO gap   9.70 eV
HOMO   -9.3 eV
Electronic energy   -4418.909658 hartree

Atomic partial charges in e from the Mulliken method, atoms 1 to 2:
1. F 0.230
2. C 0.409